Run a
Molecular formula: C6H10O2
Method: DFT, ωB97M-V/def2-TZVPD

Last column: Mulliken charge in e.
Cartesian coordinates (Å):
C -0.14234 0.60118 0.89248  0.099
C -1.88990 -0.10078 -0.49349  -0.658
C 0.94843 -1.08390 -1.85832  -0.479
C 0.76333 1.76879 1.15568  -1.426
O -1.00962 0.76494 -0.08233  -0.248
O 0.82215 0.13658 -2.54785  -0.520
C -0.26198 -0.42910 1.83412  -0.254
C -0.38208 -1.35512 2.59710  0.316
H 0.19313 0.69447 -2.07739  0.345
H 1.27272 -0.89876 -0.79600  0.160
H -2.09302 -1.00683 0.05257  0.345
H -2.43244 0.17551 -1.37922  0.323
H 0.00829 -1.64818 -1.84844  0.232
H 1.68156 -1.67812 -2.40229  0.305
H 0.55529 2.56578 0.44043  0.345
H 1.80396 1.47836 1.06230  0.302
H 0.62095 2.16089 2.16724  0.355
H -0.45843 -2.14570 3.28341  0.459

Frontier orbital gap (spin up / spin down) = 0.290 / 0.289 Ha
Total charge = 0
HOMO level (spin up / spin down) = -7.43 / -7.76 eV

=====

Run b
Molecular formula: C6H10O2
Method: DFT, ωB97M-V/def2-TZVPD

Last column: Mulliken charge in e.
Cartesian coordinates (Å):
C 1.90201 -0.01454 -0.24686  -0.322
C 0.80651 1.36839 -0.28715  -0.962
C -0.49784 1.11638 0.52810  0.357
C -1.64891 0.60924 -0.51534  -0.919
C -1.55984 -0.97079 -0.24754  -0.340
C -0.05285 -0.88545 -0.08750  -0.261
O 1.23957 -1.33660 0.04185  -0.497
O -0.17594 -0.16628 1.03545  -0.361
H 2.78612 0.40464 0.54077  0.309
H 2.20312 -0.05858 -1.42018  0.278
H 0.97885 1.74807 -1.30043  0.353
H 1.43983 2.18953 0.15987  0.351
H -0.94039 1.75939 1.45321  0.349
H -1.64504 0.79483 -1.56688  0.359
H -2.67713 0.96441 -0.09003  0.313
H -2.16198 -1.68256 -1.04644  0.272
H -2.12886 -1.21750 0.81033  0.258
H -0.05805 -0.21861 -1.02095  0.464

Frontier orbital gap = 0.375 Ha
Total charge = 0
HOMO level = -9.21 eV

=====

Run c
Molecular formula: C6H10O2
Method: DFT, ωB97M-V/def2-TZVPD

Last column: Mulliken charge in e.
Cartesian coordinates (Å):
C -2.37042 -0.11590 -1.10159  -1.232
C -0.88704 -0.28665 -0.90983  0.746
O -0.31616 -1.30851 -1.29515  -0.562
C -0.11120 0.86295 -0.28598  -0.803
C 0.90558 0.39210 0.75997  0.587
C 2.21940 -0.08290 0.14430  -1.584
C 0.29730 -0.67879 1.64227  -0.157
O -0.77582 -0.51916 2.22146  -0.513
H -2.75936 0.67581 -0.45697  0.316
H -2.87328 -1.04811 -0.82883  0.334
H -2.57633 0.13125 -2.14517  0.322
H 0.36604 1.43830 -1.08662  0.413
H -0.82748 1.53061 0.20704  0.317
H 1.15140 1.23226 1.42214  0.349
H 2.06424 -0.79670 -0.66947  0.307
H 2.77954 0.76751 -0.25900  0.392
H 2.85134 -0.57396 0.89259  0.425
H 0.86226 -1.62006 1.74882  0.341

Frontier orbital gap = 0.387 Ha
Total charge = 0
HOMO level = -9.70 eV

=====

Most stable: run c. Least stable: run b.

=====

Run a
Molecular formula: C4H11NO2S
Method: DFT, ωB97M-V/def2-TZVPD

Last column: Mulliken charge in e.
Cartesian coordinates (Å):
C -3.10488 -1.59293 -0.92385  -0.497
C 1.48699 -1.28081 0.69017  -1.302
C 2.25213 0.88461 -0.38119  -1.434
C 1.11827 0.15353 0.32504  0.550
N -1.76988 1.92574 -0.36104  -0.610
O -1.43787 0.28865 1.50100  -0.618
O -0.00242 0.13294 -0.55465  -0.337
S -1.50118 0.28328 0.06173  0.781
H -3.45455 -1.85024 0.09050  0.227
H -2.24955 -2.26300 -1.11719  0.192
H 1.70277 -1.85035 -0.21063  0.330
H 2.35912 -1.29111 1.33704  0.397
H 0.65598 -1.75151 1.21084  0.308
H 1.94464 1.89683 -0.63317  0.346
H 2.51265 0.36207 -1.29788  0.336
H 3.12200 0.92789 0.26854  0.398
H 0.82906 0.69511 1.23463  0.379
H -2.58047 2.29424 0.12090  0.284
H -1.88279 2.03505 -1.36076  0.270

Frontier orbital gap (spin up / spin down) = 0.317 / 0.317 Ha
Total charge = 0
HOMO level (spin up / spin down) = -8.76 / -8.76 eV

=====

Run b
Molecular formula: C4H11NO2S
Method: DFT, ωB97M-V/def2-TZVPD

Last column: Mulliken charge in e.
Cartesian coordinates (Å):
C -1.26334 -1.29636 0.67166  -0.580
C -2.01320 -0.19871 -0.09850  -0.599
S -2.07903 -0.39901 -1.90031  -0.220
N -0.44959 -0.70231 1.77056  -0.441
H -0.56178 -1.74642 -0.02645  0.330
H -1.93662 -2.08758 1.00259  0.392
H -1.49442 0.74336 0.07433  0.287
H -3.02117 -0.07847 0.29543  0.387
H -0.75298 -0.37155 -2.10360  0.118
H 0.01351 -1.44091 2.26977  0.281
H -1.08650 -0.24338 2.41679  0.283
H 0.40400 0.16020 1.23857  0.416
O 0.92581 1.04828 0.66072  -0.654
C 1.56902 0.53459 -0.34094  0.772
O 1.44704 -0.62571 -0.70113  -0.609
C 2.41891 1.49159 -1.12443  -1.035
H 2.29603 1.36260 -2.20295  0.297
H 2.10814 2.52618 -0.97815  0.310
H 3.47617 1.32361 -0.92396  0.266

Frontier orbital gap = 0.355 Ha
Total charge = 0
HOMO level = -9.09 eV

=====

Run c
Molecular formula: C4H11NO2S
Method: DFT, ωB97M-V/def2-TZVPD

Last column: Mulliken charge in e.
Cartesian coordinates (Å):
N 1.38871 -3.23731 1.14892  -0.451
C 0.08837 -2.73840 0.83483  0.352
O -0.69598 -2.79726 1.75080  -0.602
C -0.29183 -2.01680 -0.40302  -0.470
C 0.87673 -1.10635 -0.85480  -0.415
C 0.33385 0.25012 -1.45546  -0.732
S 0.38039 1.63909 -0.22089  -0.238
H 1.35815 -3.35711 2.21620  0.247
H 2.26892 -3.22114 0.63310  0.215
H -0.88147 -2.59256 -1.11635  0.429
H -1.12173 -1.31286 -0.05321  0.236
H 1.41688 -0.96854 0.14009  0.381
H 1.69668 -1.33927 -1.59260  0.281
H 1.08362 0.57629 -2.22846  0.290
H -0.73947 0.38795 -1.70204  0.365
H -0.91682 1.97705 0.12787  0.112
O -2.17930 6.24457 -0.39395  -0.640
H -1.30363 6.90618 -0.33667  0.341
H -1.70876 5.46997 -0.18020  0.299

Frontier orbital gap = 0.355 Ha
Total charge = 0
HOMO level = -9.21 eV

=====

Run d
Molecular formula: C4H11NO2S
Method: DFT, ωB97M-V/def2-TZVPD

Last column: Mulliken charge in e.
Cartesian coordinates (Å):
N -0.63572 0.64086 0.79683  -0.535
C 0.38569 0.36495 -0.20376  0.020
C 0.96628 1.69408 -0.75101  -0.126
O 1.11839 2.62899 -0.01905  -0.460
C 1.61982 -0.31909 0.38296  -0.805
C 1.37268 -1.70078 0.97183  -0.868
S 1.02102 -2.95304 -0.29984  -0.205
H -0.30122 1.30024 1.48525  0.248
H -1.51820 0.70614 0.31638  0.197
H -0.07940 -0.13613 -1.01620  0.550
H 1.25974 1.63829 -1.82398  0.352
H 2.35178 -0.38617 -0.42374  0.370
H 2.10088 0.40352 1.05127  0.397
H 0.55062 -1.64948 1.65251  0.369
H 2.19435 -2.02082 1.57635  0.383
H -0.29554 -2.71697 -0.32745  0.113
O -5.38250 2.35139 -0.45381  -0.638
H -5.83321 2.17684 -1.28654  0.322
H -4.44055 2.36562 -0.66473  0.316

Frontier orbital gap = 0.349 Ha
Total charge = 0
HOMO level = -9.15 eV

=====

Most stable: run b. Least stable: run a.

=====

Run a
Molecular formula: C5H10ClN
Method: DFT, ωB97M-V/def2-TZVPD

Last column: Mulliken charge in e.
Cartesian coordinates (Å):
C 1.81846 2.46521 -1.62431  0.260
C -0.29631 -1.03783 1.94600  -1.569
C -1.54249 -1.61277 -0.16070  -1.412
C 0.57986 -0.20718 -0.23311  -1.207
C -0.64988 -0.56373 0.49506  1.110
N 0.84654 3.20594 -1.88275  -0.443
Cl 3.41909 2.47103 -2.19888  -0.121
H 0.52179 -1.69768 2.08788  0.403
H -1.04165 -1.60260 2.36414  0.522
H -0.25948 -0.18153 2.72160  0.324
H -1.37044 -2.62289 0.16948  0.327
H -2.62864 -1.33409 0.04656  0.292
H -1.40431 -1.48352 -1.19408  0.441
H 0.80548 -0.71149 -1.19688  0.278
H 1.42948 0.28268 0.28133  0.416
H -1.31292 0.40015 0.49949  0.105
H 1.08540 4.23031 -2.12081  0.274

Frontier orbital gap (spin up / spin down) = 0.255 / 0.347 Ha
Total charge = 0
HOMO level (spin up / spin down) = -7.84 / -8.91 eV

=====

Run b
Molecular formula: C5H10ClN
Method: DFT, ωB97M-V/def2-TZVPD

Last column: Mulliken charge in e.
Cartesian coordinates (Å):
C -1.75244 0.46343 -0.12947  0.417
C -3.26249 0.79391 0.03425  -0.782
C 1.86228 -0.48381 -1.27103  -1.429
C 1.75340 -0.77500 1.41100  -0.980
C 1.49265 -0.09009 0.07159  0.633
N -1.24202 -0.60646 -0.29822  -0.525
Cl 1.20516 1.54732 0.25880  -0.218
H -1.05181 1.40609 -0.03244  0.070
H -3.80634 -0.20199 0.37727  0.232
H -3.43711 1.04249 -1.05278  0.265
H -3.29274 1.56547 0.81012  0.277
H 2.88525 -0.33422 -1.43253  0.438
H 1.34743 0.03483 -1.95415  0.388
H 1.82792 -1.55938 -1.54405  0.319
H 0.93365 -0.40177 1.96081  0.372
H 1.69287 -1.87995 1.10588  0.230
H 2.84436 -0.52087 1.68496  0.293

Frontier orbital gap (spin up / spin down) = 0.344 / 0.265 Ha
Total charge = 0
HOMO level (spin up / spin down) = -8.68 / -7.26 eV

=====

Most stable: run b. Least stable: run a.

=====

Run a
Molecular formula: C2H5FO2
Method: DFT, ωB97M-V/def2-TZVPD

Last column: Mulliken charge in e.
Cartesian coordinates (Å):
C -0.82723 0.63164 0.04160  -0.350
C 1.11206 0.02131 0.58411  0.217
O -1.62806 -0.37777 0.29856  -0.438
O 1.33596 -1.18722 -0.02920  -0.432
F 2.16142 0.92930 0.06691  -0.336
H -1.08275 1.61191 0.57406  0.287
H -0.67948 0.78482 -1.08556  0.241
H 1.22662 0.03123 1.72049  0.190
H -1.43741 -1.07578 -0.27790  0.338
H 1.98162 -1.02048 -0.63988  0.283

Frontier orbital gap = 0.353 Ha
Total charge = 0
HOMO level = -8.76 eV

=====

Run b
Molecular formula: C2H5FO2
Method: DFT, ωB97M-V/def2-TZVPD

Last column: Mulliken charge in e.
Cartesian coordinates (Å):
C 1.46623 0.43256 -0.26107  -0.514
C -2.11341 -0.07039 -0.30876  0.179
O 1.82011 -0.58526 0.52205  -0.413
O -2.48376 -1.32184 -0.16541  -0.391
F -2.68645 0.96434 0.43158  -0.206
H 1.42496 -0.02830 -1.21815  0.288
H 0.67654 1.14742 0.02928  0.325
H -0.97104 -0.10161 -0.52707  0.098
H 1.66736 -0.48802 1.51277  0.322
H -3.16484 -1.37771 0.57304  0.313

Frontier orbital gap (spin up / spin down) = 0.301 / 0.300 Ha
Total charge = 0
HOMO level (spin up / spin down) = -7.65 / -7.58 eV

=====

Most stable: run a. Least stable: run b.